A | This record from the Open Molecules 2025 dataset describes one molecule with the formula C3H8NOP. The level of theory is wB97M-V/def2-TZVPD.

Positions of all 14 atoms, in Å:
1 C 1.6306 1.7735 0.5089
2 C -1.7048 -0.3017 -0.5948
3 C -0.9206 -1.0955 0.3750
4 N 1.2006 -0.1923 -1.3667
5 O 0.1122 -0.4339 1.0265
6 P 1.4244 0.0957 0.2122
7 H 2.6123 1.8667 0.1273
8 H 0.7686 2.4451 0.3082
9 H -2.1746 0.6042 -0.0408
10 H -1.0198 0.1886 -1.3689
11 H -2.5228 -0.8709 -1.2327
12 H -0.4484 -1.9172 -0.0460
13 H -1.4162 -1.3973 1.2608
14 H 2.4584 -0.7651 0.8311

Values from the calculation:
**Orbital gap (alpha / beta)**: 7.5 / 7.8 eV

=====

B | This record from the Open Molecules 2025 dataset describes C3H8NOP as an isolated structure. The level of theory is wB97M-V/def2-TZVPD.

Positions of all 14 atoms, in Å:
1 C -2.0296 -0.6118 -0.2804
2 C 1.7936 0.0515 -0.1166
3 C -1.3621 -1.4434 0.4831
4 N 0.3559 0.1121 0.0081
5 O -2.0867 0.7055 -0.0548
6 P -0.6132 1.3419 0.0258
7 H -2.6235 -1.0758 -1.1023
8 H 2.0112 -1.0082 0.3333
9 H 2.1193 -0.0562 -1.2089
10 H 2.3403 0.8807 0.3394
11 H -0.9648 -1.4541 1.5577
12 H -1.3022 -2.4124 0.1405
13 H -0.7705 2.4131 -0.9306
14 H -0.6681 2.1575 1.2551

Values from the calculation:
**Orbital gap**: 9.0 eV

=====

Computed energies relative to the best structure, in eV: A 1.767; B 0.000